(1)
The following is a DFT calculation (ωB97M-V/def2-TZVPD) of an isolated molecule of C2H5N5.

Each line ends with the Mulliken charge.
CARTESIAN COORDINATES (ANGSTROEM)
C 1.99576 -0.05147 -0.02131  -0.84
N 0.96994 -1.07157 0.04172  -0.47
C -0.22145 -0.66242 -0.00475  0.63
N -1.36383 -1.52501 0.00135  -0.20
N -2.40099 -0.82950 0.00473  -0.27
N -2.10951 0.50771 0.11284  -0.13
N -0.72490 0.65455 -0.08312  -0.16
H 2.08588 0.47342 0.94249  0.29
H 2.95871 -0.51880 -0.23331  0.26
H 1.79475 0.70136 -0.79908  0.32
H -2.66396 1.03381 -0.56024  0.27
H -0.32042 1.28792 0.59868  0.28

Forces on the atoms, in the same order (eV/Å):
C 0.12 0.11 0.03
N -0.39 0.13 -0.10
C 0.16 -0.14 0.11
N -0.29 0.24 -0.06
N 0.46 -0.19 0.05
N -0.23 0.11 -0.20
N 0.25 -0.06 0.06
H 0.02 -0.05 -0.13
H -0.11 0.07 0.05
H 0.00 -0.09 0.10
H 0.05 -0.09 0.15
H -0.02 -0.03 -0.07

Output
Energy above the lowest of the compared OMol25 structures with the same formula, charge and spin = 3.0135 eV
SMILES = C/N=c1/nn[nH][nH]1
E_HOMO = -9.165 eV

(2)
The following is a DFT calculation (ωB97M-V/def2-TZVPD) of a cluster of 10 separate species, C25H54N2O8S3 in total at a distorted geometry.

Each line ends with the Mulliken charge.
CARTESIAN COORDINATES (ANGSTROEM)
C 2.85589 0.13985 -4.58584  -0.81
C 3.81389 0.45920 -3.45003  0.39
N 4.55581 0.71754 -2.61242  -0.39
H 1.88192 0.51841 -4.27572  0.21
H 2.97538 -0.93784 -4.69721  0.22
H 3.26930 0.55613 -5.50448  0.39
C 0.19570 2.69316 4.07501  -0.64
C 0.16431 3.70675 3.01365  0.36
N 0.17325 4.50982 2.16711  -0.45
H -0.25538 1.80224 3.63810  0.14
H -0.42967 3.10268 4.86830  0.33
H 1.18973 2.55912 4.50166  0.26
C -0.09313 4.54356 -1.18547  -0.67
S -1.08027 3.46427 -2.29709  0.56
O -2.32728 3.08824 -1.51844  -0.59
C -1.66895 4.80208 -3.54579  -1.07
H -0.06113 3.99772 -0.24252  -0.10
H -0.61217 5.48390 -0.99987  0.39
H 0.88091 4.77850 -1.61460  0.47
H -0.89025 5.13125 -4.23381  0.38
H -2.10070 5.61974 -2.96863  0.32
H -2.46301 4.37777 -4.16022  0.31
C 0.76689 -4.59558 1.94959  -0.43
S -0.77466 -5.12303 2.80430  0.46
O -0.83711 -4.27233 4.01490  -0.59
C -1.99206 -4.42433 1.53287  -0.38
H 1.56855 -4.82941 2.65013  0.33
H 0.85627 -3.51099 1.88803  -0.18
H 0.92435 -5.18643 1.04726  0.40
H -2.31655 -5.17782 0.81520  0.44
H -1.70370 -3.50864 1.01668  -0.16
H -2.86727 -4.05735 2.06900  0.20
C -4.31493 0.82071 -1.79440  -0.77
S -5.98389 1.52011 -2.24412  0.38
O -6.92158 1.40981 -1.03590  -0.61
C -5.51714 3.33240 -2.28375  -0.65
H -4.35796 -0.25325 -1.61310  0.39
H -3.85034 1.24471 -0.90420  0.07
H -3.61265 1.06320 -2.59196  0.43
H -5.21196 3.64812 -1.28610  0.25
H -6.35803 3.96609 -2.56560  0.39
H -4.77408 3.50413 -3.06251  0.09
C -0.95472 -0.02840 -0.32260  0.02
C 0.27109 0.25553 0.38239  0.47
O 0.38497 -0.00163 1.58054  -0.62
C 1.48383 0.71342 -0.44343  -0.24
H -0.90357 0.32140 -1.35368  0.00
H -1.80559 0.48806 0.12168  0.23
H -1.05698 -1.09568 -0.51900  0.04
H 2.41211 0.41909 0.04625  0.16
H 1.58652 1.79826 -0.41795  0.29
H 1.44144 0.30265 -1.45218  -0.35
C 4.19101 -2.71260 5.18944  -1.24
C 4.02831 -1.90655 3.90059  0.77
O 4.97366 -1.66987 3.11286  -0.55
C 2.59319 -1.48137 3.48562  -0.30
H 3.49628 -3.54004 5.33358  0.32
H 4.04923 -2.09220 6.07437  0.31
H 5.14009 -3.24124 5.27817  0.36
H 2.30740 -0.82308 4.30603  0.30
H 1.80126 -2.22505 3.39691  0.04
H 2.59742 -0.93364 2.54323  -0.07
C -4.27032 -1.52427 1.49546  -0.67
C -5.20741 -0.46102 2.04055  0.77
O -5.09469 0.74144 1.71975  -0.55
C -6.31216 -0.88234 2.93663  -1.20
H -3.45445 -1.26755 0.81977  -0.03
H -4.90244 -2.26450 1.00498  0.41
H -3.73022 -1.99740 2.31554  0.36
H -6.40259 -1.96856 2.94310  0.34
H -7.28131 -0.44551 2.69573  0.33
H -6.04870 -0.62453 3.96241  0.31
C 5.18813 1.95022 0.74714  -0.37
C 6.63168 1.81824 0.44582  0.67
O 7.46762 2.69054 0.77488  -0.62
C 7.13165 0.58134 -0.24684  -0.96
H 4.60642 1.62327 -0.11473  -0.06
H 4.88086 2.96333 1.00656  0.36
H 5.01196 1.30241 1.60586  0.19
H 6.28092 0.06722 -0.69412  0.21
H 7.44581 -0.23115 0.40836  0.30
H 7.89702 0.74127 -1.00626  0.32
C -0.61005 -3.50282 -4.75657  -1.26
C -0.09969 -2.10115 -4.44647  0.79
O -0.03779 -1.19079 -5.23671  -0.55
C 0.44850 -1.92937 -3.03477  -0.37
H 0.20625 -4.22500 -4.74238  0.32
H -1.08516 -3.58534 -5.73410  0.34
H -1.27922 -3.73948 -3.92934  0.34
H 1.46882 -2.30355 -2.95085  0.40
H -0.05189 -2.58320 -2.32047  0.40
H 0.46918 -0.88312 -2.72977  -0.50

Forces on the atoms, in the same order (eV/Å):
C 1.97 0.09 1.53
C -0.62 0.10 -1.14
N -0.18 -0.08 0.02
H -0.04 -0.39 -0.59
H -0.82 -0.05 -0.02
H -0.37 0.38 0.12
C -0.59 0.79 -0.23
C 0.63 1.48 -1.54
N -0.11 -1.60 1.64
H 0.27 -0.26 0.40
H -0.16 -0.32 0.11
H -0.01 -0.19 -0.42
C -0.71 0.01 -0.40
S -1.17 1.23 -0.23
O 1.20 0.37 -0.66
C 0.15 -0.79 0.73
H 0.32 0.03 -0.10
H -0.19 -0.10 -0.04
H 0.05 -0.34 0.05
H 0.25 -0.01 0.35
H 0.21 0.00 0.06
H 0.05 -0.36 0.22
C 0.05 -0.39 0.85
S -0.07 1.04 -1.30
O -0.17 0.02 0.02
C -0.05 0.28 0.52
H -0.04 -0.47 0.10
H -0.61 -0.01 -0.61
H -0.10 0.37 -0.16
H 0.23 -0.12 0.11
H 0.82 -0.17 -0.06
H -0.03 -0.60 0.46
C 0.05 0.55 0.24
S -0.44 0.76 2.01
O 1.34 -0.12 -1.70
C -0.06 -0.51 -0.17
H -0.49 -0.02 -0.39
H -0.60 0.39 0.12
H -0.22 -0.15 -0.28
H 0.34 -0.28 -0.12
H -0.46 -0.58 0.02
H 0.35 -0.18 0.31
C -1.40 0.41 -2.04
C 2.48 -0.59 1.80
O -0.14 0.66 -1.16
C 0.00 -0.12 0.92
H 0.00 0.51 -0.04
H -0.15 -0.55 0.23
H -0.34 -0.22 0.81
H -0.10 -0.44 0.03
H -0.47 0.20 -0.45
H 0.08 0.39 0.05
C 0.29 -0.22 0.18
C 0.90 -0.78 -2.90
O -2.18 -0.49 2.51
C 1.00 0.45 0.57
H -0.67 0.29 -0.53
H 0.08 0.23 -0.05
H 0.37 0.64 -0.29
H -0.47 0.28 -0.10
H 0.42 -0.43 0.42
H 0.25 0.10 0.23
C 0.05 -0.39 0.32
C 0.82 3.67 -1.80
O 0.03 -2.86 0.80
C -0.19 -1.02 0.61
H -0.47 0.84 -0.14
H 0.08 -0.28 0.06
H -0.37 -0.26 0.34
H -0.15 -0.08 -0.07
H 0.29 0.20 -0.14
H -0.02 0.25 0.05
C -0.49 0.10 -0.07
C 3.41 2.12 0.66
O -2.08 -1.67 -0.67
C -1.12 -1.21 -0.39
H -0.08 -0.22 0.13
H 0.35 -0.01 0.06
H -0.33 -0.22 0.00
H -0.08 0.27 -0.57
H 0.49 0.49 0.63
H -0.05 0.32 0.27
C -0.02 0.56 0.00
C 0.82 -0.31 0.14
O -0.31 -0.17 -0.06
C 0.06 -0.33 0.15
H 0.17 0.08 0.21
H -0.13 0.23 0.19
H -0.22 -0.36 -0.24
H 0.29 0.05 -0.48
H -0.43 0.33 0.10
H -0.27 -0.22 -0.08

Output
E_HOMO = -8.454 eV

(3)
The following is a DFT calculation (ωB97M-V/def2-TZVPD) of a structure of composition C16H34BeOP2 at a distorted geometry.

Each line ends with the Mulliken charge.
CARTESIAN COORDINATES (ANGSTROEM)
P 0.35012 -2.28402 0.72691  1.70
P -0.10154 2.43917 1.80733  0.70
C 0.71703 0.49907 0.05076  -1.84
C 1.18553 1.84092 0.45220  -0.87
H -0.15784 0.57683 -0.56591  0.68
H 1.46013 -0.09771 -0.46254  1.13
H 2.22220 1.91511 0.92539  0.44
H 1.12115 2.66746 -0.34983  0.23
C -1.76947 3.00409 1.36674  -1.27
H -2.21132 3.38091 2.29788  0.47
H -2.44377 2.22173 0.98887  0.18
H -1.65392 3.81157 0.64616  0.43
C 0.87575 3.51749 2.82514  -1.24
H 1.00792 4.45910 2.26319  0.43
H 1.84911 3.01322 2.99228  0.37
H 0.34630 3.68645 3.77805  0.40
C -0.72760 -3.69123 0.23050  -1.67
H -0.61862 -4.32184 1.09888  0.52
H -0.48462 -4.25189 -0.66490  0.39
H -1.76497 -3.40650 0.19639  0.37
C 2.07626 -2.64455 0.52804  -1.61
H 2.69786 -1.80953 0.32828  0.35
H 2.34771 -3.39783 -0.16803  0.40
H 2.38787 -2.96757 1.49737  0.54
Be -0.86881 -0.32565 0.32201  -0.05
C 0.39866 1.38948 -2.48493  0.09
C -0.89152 1.56960 -2.12807  0.01
C -2.03680 0.79114 -2.68685  -0.65
C -1.71129 -0.68071 -3.02872  -1.18
C -1.00614 -1.34584 -1.87224  -0.49
C 0.32327 -1.67853 -1.91587  -0.67
C 1.30537 -0.98928 -2.83088  -1.04
C 1.03604 0.43304 -3.40404  -1.13
C 0.23871 -2.50513 2.49746  -1.82
H 1.14782 2.10341 -2.13633  0.39
H -1.15635 2.40788 -1.44843  0.08
H -2.47592 1.26285 -3.58896  0.43
H -2.81488 0.74865 -1.92264  0.21
H -2.66982 -1.21227 -3.21671  0.42
H -1.12697 -0.75104 -3.96049  0.31
H -1.68981 -1.85949 -1.20764  0.39
H 0.62634 -2.72802 -1.73221  0.85
H 1.52322 -1.67077 -3.67876  0.33
H 2.25130 -0.94146 -2.27958  0.36
H 2.03263 0.84378 -3.65944  0.43
H 0.52000 0.36804 -4.36545  0.31
H 1.07079 -2.04051 3.06419  0.40
H 0.27707 -3.58311 2.79405  0.50
H -0.68156 -2.08307 2.88409  0.27
C -0.47762 0.84622 3.85793  -0.73
O -0.33670 1.01459 2.53791  -0.09
H -1.24495 1.55511 4.26990  0.31
H 0.48573 1.08264 4.36265  0.32
H -0.75907 -0.18200 4.16888  0.21

Forces on the atoms, in the same order (eV/Å):
P -3.08 1.58 -0.77
P 1.25 -3.26 -1.67
C 1.35 -0.01 1.58
C -1.21 1.65 0.00
H 0.70 1.02 -1.33
H 0.25 0.29 0.26
H -1.47 -0.20 -0.39
H 0.24 -0.65 0.90
C 0.39 0.54 0.58
H -0.02 0.23 -0.10
H 0.78 -0.18 -0.07
H -0.22 0.15 -0.05
C -0.48 0.38 0.79
H 0.06 -0.32 0.38
H -0.62 0.38 -0.09
H 0.47 0.29 -0.23
C 0.86 -0.74 0.63
H -0.22 -0.93 0.01
H 0.22 0.07 -0.15
H -0.26 0.48 -0.04
C 0.60 -0.72 0.48
H 0.23 1.25 -0.44
H -0.03 -0.77 -0.76
H 0.52 -0.55 0.62
Be 0.98 -1.90 0.77
C -1.13 1.97 -0.03
C 0.96 0.76 -1.67
C -0.77 -0.50 -0.44
C -0.29 0.87 0.26
C -0.26 -0.87 -0.52
C -0.86 -0.44 -1.17
C 0.35 -0.29 -0.19
C 0.62 -0.98 -0.69
C 0.63 -0.93 2.03
H -0.43 -0.05 0.36
H 0.33 -0.59 -0.46
H 0.18 0.17 0.33
H -0.09 0.10 -0.04
H 0.47 0.26 0.10
H -0.21 -0.04 0.45
H 0.20 -0.43 -0.27
H 0.00 0.75 0.53
H -0.03 0.26 0.21
H 0.14 0.08 0.01
H -0.43 -0.21 0.06
H -0.15 -0.06 0.15
H -0.33 0.06 -0.46
H -0.04 0.60 -0.16
H -0.27 -0.01 -0.07
C -0.31 0.64 4.09
O 0.43 1.09 -2.70
H 0.40 -0.66 0.00
H -0.48 -0.21 0.07
H 0.09 0.57 -0.72

Output
Energy above the lowest of the compared OMol25 structures with the same formula, charge and spin = 8.3624 eV
E_HOMO (alpha / beta) = -3.783 / -3.784 eV

(4)
The following is a DFT calculation (ωB97M-V/def2-TZVPD) of an isolated molecule of C22H28N6O4S2 at a distorted geometry.

Each line ends with the Mulliken charge.
CARTESIAN COORDINATES (ANGSTROEM)
C 0.30507 3.85105 -2.23092  -1.45
C 0.59260 3.52433 -0.77149  -0.48
C -0.38895 2.47692 -0.21913  -0.02
C -0.18462 1.16596 -0.90179  -0.42
N 0.92554 0.74301 -1.44732  0.04
N 0.71681 -0.47964 -1.95036  -0.80
C -0.52601 -0.79355 -1.71766  0.08
S -1.24919 -2.32337 -2.16630  -0.18
C -1.74089 -2.94224 -0.50799  -0.67
C -0.80046 -2.48255 0.59698  0.22
O -1.23123 -2.02627 1.63057  -0.61
N 0.51533 -2.63240 0.29559  -0.18
C 1.56408 -1.97971 0.96333  0.02
C 1.55723 -1.77620 2.33984  -0.20
C 2.58126 -1.05916 2.93811  -0.87
C 3.59650 -0.50781 2.17236  -0.37
C 3.58882 -0.72543 0.80968  -0.23
S 4.73679 0.11164 -0.26699  1.22
N 3.75154 1.39710 -0.69764  -0.37
O 5.03478 -0.72504 -1.39630  -0.68
O 5.83480 0.65648 0.47440  -0.72
C 2.61011 -1.47385 0.19669  -0.25
N -1.16108 0.22264 -1.05489  0.91
C -2.50540 0.24648 -0.62972  -1.45
C -2.80926 0.47401 0.70361  0.24
C -4.12717 0.45887 1.12155  -0.99
C -5.15014 0.20888 0.21010  0.84
O -6.47016 0.16147 0.51519  -0.47
C -6.86478 0.36048 1.85282  -0.82
C -4.83009 -0.01436 -1.13264  -0.88
C -3.51925 0.00393 -1.55257  -0.19
N -0.32622 2.25308 1.22465  0.62
C 0.99590 1.91597 1.71574  -0.87
C -0.92801 3.31540 2.00182  -1.26
H 0.98769 4.61930 -2.58494  0.44
H 0.43573 2.96770 -2.85044  0.30
H -0.71388 4.21498 -2.35356  0.33
H 1.60826 3.14172 -0.67403  0.16
H 0.49925 4.43265 -0.17304  0.40
H -1.41821 2.79878 -0.43419  0.63
H -1.73011 -4.02898 -0.59658  0.52
H -2.75241 -2.60665 -0.27722  0.32
H 0.74058 -2.92109 -0.65029  0.38
H 0.74445 -2.16520 2.93053  0.46
H 2.57216 -0.91557 4.00771  0.44
H 4.38641 0.08649 2.60105  0.50
H 2.93190 1.09886 -1.22252  0.27
H 4.27219 2.09215 -1.20977  0.31
H 2.65164 -1.61938 -0.87171  0.66
H -2.01066 0.65410 1.40545  0.94
H -4.33963 0.63163 2.16371  0.40
H -6.58941 1.35834 2.20813  0.32
H -7.94914 0.26426 1.85560  0.24
H -6.43213 -0.39547 2.51513  0.33
H -5.63210 -0.20168 -1.82805  0.46
H -3.27752 -0.16962 -2.59052  0.55
H 0.88941 1.46329 2.70180  0.39
H 1.46260 1.19436 1.05063  0.21
H 1.65773 2.78712 1.80039  0.20
H -1.93683 3.50557 1.63706  0.34
H -0.35771 4.25457 1.97568  0.39
H -0.98990 2.98587 3.03856  0.34

Forces on the atoms, in the same order (eV/Å):
C 0.09 0.00 0.16
C -0.31 -0.12 -0.08
C 0.15 0.25 0.14
C -0.26 0.11 -0.05
N 0.10 0.88 0.20
N -0.16 -0.95 -0.46
C -0.30 -0.24 -0.13
S 0.04 -0.17 0.03
C -0.13 0.23 -0.29
C -0.21 -0.29 -0.28
O -0.05 0.11 0.25
N 0.36 -0.34 -0.14
C 0.23 0.30 0.20
C -0.06 -0.07 -0.01
C 0.12 0.02 -0.14
C 0.12 0.10 0.16
C 0.27 0.13 -0.34
S -0.25 0.55 -0.33
N 0.46 -0.55 0.44
O -0.30 -0.13 0.14
O -0.09 0.07 0.26
C -0.12 -0.21 0.03
N 0.90 -0.06 -0.27
C -0.66 0.12 0.30
C 0.05 -0.14 -0.29
C -0.38 0.03 0.06
C 0.17 0.00 -0.09
O 0.13 -0.04 -0.31
C -0.07 0.04 0.24
C -0.13 -0.04 0.14
C 0.04 0.14 0.12
N 0.00 0.09 0.01
C -0.06 -0.04 0.07
C 0.01 -0.10 -0.09
H 0.02 0.08 -0.11
H 0.00 -0.04 -0.13
H -0.09 0.06 -0.06
H 0.05 0.07 0.11
H 0.08 -0.04 0.08
H 0.11 -0.01 -0.01
H -0.01 -0.01 0.03
H 0.16 -0.03 0.12
H -0.20 0.10 0.13
H -0.02 -0.03 0.03
H 0.01 0.02 0.09
H 0.08 0.09 0.14
H -0.24 -0.08 -0.04
H 0.32 0.13 -0.08
H -0.12 -0.05 -0.12
H 0.06 -0.02 0.03
H -0.06 0.01 0.11
H 0.01 -0.04 -0.01
H 0.08 0.02 0.05
H 0.00 0.03 -0.02
H -0.10 -0.02 -0.09
H 0.01 0.01 -0.06
H 0.09 -0.01 0.03
H 0.11 -0.08 0.03
H 0.07 0.03 -0.02
H -0.09 0.05 0.02
H 0.00 0.04 0.02
H -0.03 0.07 0.08

Output
Energy above the lowest of the compared OMol25 structures with the same formula, charge and spin = 0.0000 eV
SMILES = CC[C@@H](c1nnc(SCC(=O)Nc2cccc(S(N)(=O)=O)c2)n1-c1ccc(OC)cc1)N(C)C
E_HOMO = -8.719 eV